{
  "formula": "C14H14N3O2SbSe4SnTe",
  "method": "ωB97M-V/def2-TZVPD",
  "gap_ev": [5.198, 5.399],
  "de_lowest_kj_mol": 465.9,
  "total_charge": 2,
  "homo_ev": [-13.84, -14.03],
  "species": ["Te", "Sb", "Sn", "Se", "Se", "Se", "Se", "O", "O", "N", "N", "N", "C", "C", "C", "C", "C", "C", "C", "C", "C", "C", "C", "C", "C", "C", "H", "H", "H", "H", "H", "H", "H", "H", "H", "H", "H", "H", "H", "H"],
  "xyz": [[-1.7894, 2.3301, 0.4002], [1.0311, -2.1925, -4.7791], [-0.3237, 0.2649, -0.7811], [-0.8003, -2.0488, -6.3962], [0.2901, -0.8626, -2.6260], [2.9173, -1.0008, -5.7825], [1.5987, -4.4445, -4.0316], [0.9865, 0.6086, 2.9723], [-1.1755, -0.9548, 3.0177], [-2.0927, -1.1502, -0.3216], [0.0626, -0.4514, 1.1589], [1.9308, 0.8286, -0.3251], [4.4850, 1.0934, 0.6682], [2.1819, 0.6018, 0.9590], [-2.8565, -2.5919, 1.4127], [1.0311, 0.2365, 1.8272], [3.4468, 0.7272, 1.5077], [-2.0178, -1.6011, 0.9276], [-1.7000, 2.0214, 2.4767], [-0.0564, 3.5581, 0.1901], [-1.0036, -0.9780, 1.8285], [-3.8993, -2.6304, -0.7365], [2.9295, 1.1587, -1.1409], [-3.8151, -3.1194, 0.5623], [4.2217, 1.3046, -0.6794], [-3.0121, -1.6539, -1.1435], [0.6150, 3.3846, 1.0290], [3.5825, 0.5338, 2.5607], [-3.0170, -1.2425, -2.1465], [-1.8334, 3.0136, 2.8927], [5.0024, 1.5806, -1.3679], [-4.4867, -3.8899, 0.9081], [0.4472, 3.3742, -0.7590], [-0.7653, 1.6125, 2.8469], [2.6643, 1.3043, -2.1824], [-4.6376, -3.0010, -1.4278], [-0.3658, 4.5973, 0.2087], [5.4818, 1.2195, 1.0601], [-2.5254, 1.3835, 2.7782], [-2.7342, -2.9247, 2.4332]]
}



{
  "formula": "C14H14N3O4RuS5Sb",
  "method": "ωB97M-V/def2-TZVPD",
  "gap_ev": [4.885, 5.203],
  "de_lowest_kj_mol": 69.0,
  "total_charge": -2,
  "homo_ev": [-0.96, -1.10],
  "species": ["Sb", "Ru", "S", "S", "S", "S", "S", "O", "O", "O", "O", "N", "N", "N", "C", "C", "C", "C", "C", "C", "C", "C", "C", "C", "C", "C", "C", "C", "H", "H", "H", "H", "H", "H", "H", "H", "H", "H", "H", "H", "H", "H"],
  "xyz": [[1.2884, 1.5924, 3.0357], [-0.2509, -0.2363, 0.7265], [1.3478, 1.8598, 5.3089], [1.5560, -0.5905, 2.1620], [-0.9146, 1.4905, 2.0658], [-0.7176, -2.9598, 0.5277], [1.2824, 0.9115, -0.5815], [-1.8859, -3.5167, -0.1527], [-1.1855, -1.9401, 1.5752], [0.0688, -2.0508, -0.4022], [0.1309, -3.9687, 1.1258], [-3.9310, -1.2333, -1.0907], [-0.9332, 2.9725, -1.1615], [-2.0611, -0.2426, -0.5426], [-0.4073, 2.0449, -4.7095], [-2.0523, 3.5607, -3.6402], [-2.0092, -0.5905, -1.8787], [-3.7392, -0.5818, 1.2977], [-0.4490, 2.3705, -2.2736], [-3.1564, -1.2102, -2.2335], [1.1207, 0.8492, -3.2799], [-2.5496, 4.1140, -2.4995], [0.6281, 1.1651, -4.5609], [-0.9648, 2.6576, -3.5634], [0.6047, 1.4100, -2.1294], [-3.2147, -0.6777, -0.0870], [-1.9425, 3.7935, -1.2553], [-2.4680, 4.3943, 0.0197], [-2.9467, -0.2585, 1.9683], [-1.8191, 4.1093, 0.8454], [-3.4708, -1.6659, -3.1534], [-4.5678, 0.1298, 1.3468], [1.0617, 0.6820, -5.4297], [-4.0793, -1.5634, 1.6307], [-2.4793, 3.7919, -4.6111], [-3.4720, 4.0121, 0.2268], [-2.5356, 5.4830, -0.0516], [-0.8149, 2.2770, -5.6878], [1.9033, 0.1087, -3.1718], [-1.1334, -0.4084, -2.4725], [-4.7271, -1.8252, -0.9381], [-3.3900, 4.7982, -2.5260]]
}



{
  "formula": "C14H14N5O4PtS",
  "method": "ωB97M-V/def2-TZVPD",
  "gap_ev": 5.826,
  "de_lowest_kj_mol": 0.0,
  "total_charge": -1,
  "homo_ev": -3.57,
  "species": ["Pt", "S", "O", "O", "O", "O", "N", "N", "N", "N", "N", "C", "C", "C", "C", "C", "C", "C", "C", "C", "C", "C", "C", "C", "C", "H", "H", "H", "H", "H", "H", "H", "H", "H", "H", "H", "H", "H", "H"],
  "xyz": [[2.3421, -1.1308, -0.7089], [3.9356, 0.3853, 0.0110], [-0.2629, -1.8601, 3.2384], [0.0231, 0.8625, 2.3713], [-6.0692, 1.9379, 1.9589], [-6.1167, -0.1502, 2.4753], [2.6067, -0.2081, 2.2033], [4.1777, 1.4435, 2.4470], [1.7753, -0.9860, 1.3718], [-5.5082, 0.8826, 2.2258], [2.1658, -1.8301, -2.3931], [2.1129, 0.0069, -3.9729], [-2.0163, -0.3422, 2.6340], [0.8341, -0.2126, -6.0168], [-4.0702, 0.8642, 2.2589], [1.7102, -1.2745, -3.5344], [-1.2302, 0.8401, 2.3493], [0.4185, -1.4738, -5.5898], [1.6930, 0.5063, -5.1928], [-3.3436, 2.0424, 1.9829], [-1.9862, 2.0300, 2.0279], [0.8559, -2.0082, -4.3955], [-1.4332, -1.6043, 3.0362], [-3.4062, -0.2988, 2.5736], [3.5375, 0.5515, 1.6423], [4.7485, 2.1120, 1.9576], [2.0308, 1.4918, -5.4970], [3.6594, 1.8215, 3.2250], [-2.1900, -2.4027, 3.1943], [0.8653, -0.5111, 1.4535], [-0.2506, -2.0585, -6.2123], [2.7560, 0.5958, -3.3303], [1.6551, -1.8924, 1.8147], [0.4966, 0.1957, -6.9605], [-3.9820, -1.1909, 2.7872], [0.5473, -2.9998, -4.0893], [2.2189, 0.0032, 3.1135], [-3.8887, 2.9416, 1.7328], [-1.4122, 2.9205, 1.8072]]
}



{
  "formula": "C14H14N6Ru",
  "method": "ωB97M-V/def2-TZVPD",
  "gap_ev": [4.531, 5.371],
  "de_lowest_kj_mol": 137.0,
  "total_charge": 3,
  "homo_ev": [-19.08, -19.10],
  "s2": 0.80,
  "spin_multiplicity": 2,
  "species": ["Ru", "N", "N", "N", "N", "N", "N", "C", "C", "C", "C", "C", "C", "C", "C", "C", "C", "C", "C", "C", "C", "H", "H", "H", "H", "H", "H", "H", "H", "H", "H", "H", "H", "H", "H"],
  "xyz": [[1.0492, 0.8003, -0.0494], [-5.1071, -0.6347, -0.3989], [0.7402, -1.4813, -0.4045], [-1.1917, 0.4356, -0.5374], [-3.4724, 0.9825, -0.5897], [-1.8805, 2.6209, -0.8051], [-2.8488, -1.2023, -0.4927], [1.3853, 2.7167, 1.4970], [3.0378, 2.3382, -0.2681], [1.8403, 1.5527, 2.1675], [-0.8735, -3.2342, -0.5144], [2.9676, 0.8510, 1.6694], [0.1568, -4.1648, -0.5117], [1.9869, 3.1080, 0.2830], [-0.5399, -1.8811, -0.4584], [3.5618, 1.2435, 0.4594], [1.4749, -3.7420, -0.4884], [-1.5979, -0.8434, -0.4934], [-3.8582, -0.2920, -0.4935], [1.7228, -2.3692, -0.4401], [-2.2119, 1.3588, -0.6504], [-5.8307, 0.0777, -0.4028], [-2.5967, 3.3313, -0.8924], [2.7449, -1.9981, -0.4549], [-1.9174, -3.5140, -0.5659], [3.4313, 0.0816, 2.2812], [4.4973, 0.7931, 0.1381], [1.4465, 1.3132, 3.1560], [-0.0755, -5.2260, -0.5369], [2.3018, -4.4401, -0.5044], [1.7432, 4.0702, -0.1601], [-0.9199, 2.8703, -1.0144], [0.6638, 3.3691, 1.9860], [3.5757, 2.7123, -1.1380], [-5.4076, -1.6037, -0.3706]]
}



{
  "formula": "C14H14NO8OsS",
  "method": "ωB97M-V/def2-TZVPD",
  "gap_ev": [5.951, 5.939],
  "de_lowest_kj_mol": 0.0,
  "total_charge": 1,
  "homo_ev": [-12.69, -12.69],
  "species": ["Os", "S", "O", "O", "O", "O", "O", "O", "O", "O", "N", "C", "C", "C", "C", "C", "C", "C", "C", "C", "C", "C", "C", "C", "C", "H", "H", "H", "H", "H", "H", "H", "H", "H", "H", "H", "H", "H", "H"],
  "xyz": [[0.3427, -1.2724, 0.2412], [-0.3737, 0.5759, 1.1298], [0.9008, -3.2832, -0.5113], [-0.1608, -0.6650, -1.5870], [-1.9005, -0.6196, -2.9918], [-0.8253, -3.4419, 3.3440], [3.2510, -0.3335, 0.4977], [0.3993, -2.1304, 2.0111], [2.8209, 6.3619, 0.4457], [2.3929, 6.0934, -1.7088], [-1.5665, -2.1857, 0.1120], [-0.2013, -4.1990, -0.2638], [-1.4750, -3.4785, -0.6316], [1.0776, 4.2608, 1.1362], [0.4496, 3.0867, 1.4880], [1.0268, 2.1359, -0.6794], [0.4498, 2.0101, 0.5874], [-1.4721, -0.8101, -1.8967], [1.6235, 3.3318, -1.0297], [-2.3605, -1.2358, -0.7097], [1.6544, 4.3925, -0.1266], [-0.7539, -2.7236, 2.3975], [2.1730, -0.6419, 0.3675], [-1.9816, -2.3887, 1.5224], [2.3431, 5.7014, -0.4256], [-2.3576, -4.0947, -0.4496], [-1.4482, -3.2431, -1.6974], [-2.7139, -3.1881, 1.6228], [0.9708, 1.3227, -1.3914], [-3.2945, -1.6656, -1.0689], [-0.0784, -5.1097, -0.8472], [2.0874, 3.4161, -2.0046], [-2.5854, -0.3491, -0.1152], [-0.0202, 2.9834, 2.4577], [1.1329, -3.2955, -1.4516], [-0.1313, -4.4604, 0.7894], [1.8845, 5.5144, -2.2891], [1.1368, 5.0914, 1.8257], [-2.4171, -1.4629, 1.9013]]
}



{
  "formula": "C14H15AlFMgO5V",
  "method": "ωB97M-V/def2-TZVPD",
  "gap_ev": 3.286,
  "homo_ev": -8.20,
  "species": ["V", "Al", "Mg", "F", "O", "O", "O", "O", "O", "C", "C", "C", "C", "C", "C", "C", "C", "C", "C", "C", "C", "C", "C", "H", "H", "H", "H", "H", "H", "H", "H", "H", "H", "H", "H", "H", "H", "H"],
  "xyz": [[-5.2149, 2.3612, 1.9827], [4.1830, -2.2199, 0.8081], [-3.0188, -1.5554, -0.6593], [3.1062, 3.2435, 1.9099], [-4.2253, 3.6256, 1.5892], [-7.2524, 1.1188, -1.9476], [-5.5894, 0.8559, -0.7456], [-6.3861, -0.9397, -1.8219], [-6.2092, 1.1284, 2.4522], [1.1391, 4.1979, 1.0562], [0.9980, -3.9094, 0.1527], [2.1723, 3.2844, 0.9435], [-0.8612, -2.4414, 0.3233], [-6.4271, 0.2606, -1.5379], [1.1381, -1.5701, -0.6316], [-0.2963, -3.7191, 0.5159], [2.2772, 2.4062, -0.1196], [0.2645, 3.3675, -1.0253], [1.3038, 2.4545, -1.1098], [1.7547, -2.8485, -0.4522], [3.0958, -3.0439, -0.8373], [0.1840, 4.2342, 0.0523], [-0.1454, -1.3605, -0.2382], [1.7186, -0.7686, -1.0614], [3.1034, 1.7075, -0.1592], [-1.8780, -2.3649, 0.6755], [3.0268, -1.8872, 1.8884], [1.3516, 1.7780, -1.9546], [3.3752, -2.5123, -1.7412], [-0.5985, -0.3771, -0.3443], [-0.8829, -4.5111, 0.9526], [1.0892, 4.8538, 1.9141], [-0.4886, 3.4046, -1.8015], [1.4711, -4.8683, 0.2956], [4.8172, -0.8785, 0.1910], [3.3579, -4.0917, -0.9524], [5.1835, -3.3513, 1.3337], [-0.6370, 4.9364, 0.1040]]
}



E_tot for every record listed, in sequence, given in eV: -304340.949 -90706.522 -44465.641 -26237.579 -45912.166 -65432.414.